Record 1
{
  "formula": "C28H26CdIN10O",
  "method": "ωB97M-V/def2-TZVPD",
  "symbols": ["I", "Cd", "O", "N", "N", "N", "N", "N", "N", "N", "N", "N", "N", "C", "C", "C", "C", "C", "C", "C", "C", "C", "C", "C", "C", "C", "C", "C", "C", "C", "C", "C", "C", "C", "C", "C", "C", "C", "C", "C", "C", "H", "H", "H", "H", "H", "H", "H", "H", "H", "H", "H", "H", "H", "H", "H", "H", "H", "H", "H", "H", "H", "H", "H", "H", "H", "H"],
  "xyz": [[3.092, 1.228, 5.795], [0.774, 0.629, -0.297], [0.669, 2.185, -2.883], [1.579, -0.592, -2.471], [-0.533, 2.727, 0.068], [-2.645, 1.237, -3.477], [-2.966, -0.266, -1.673], [1.930, 2.953, 2.154], [-5.702, -5.621, 4.455], [1.441, 1.728, 1.915], [-0.966, 0.845, -2.033], [3.136, 0.127, -0.362], [-1.495, 2.384, 0.938], [-4.020, -4.037, 3.272], [-0.484, -0.718, 0.781], [5.167, -0.052, 0.901], [3.939, 0.556, 0.588], [-4.955, -4.921, 3.931], [2.720, -1.367, -2.191], [-4.476, -2.856, 2.692], [4.198, -3.245, -2.551], [2.517, 3.048, 3.365], [2.410, 1.806, 3.943], [-0.726, 4.017, -0.174], [-1.569, 2.121, -3.910], [-3.976, 1.233, -4.053], [-2.222, -2.330, 1.995], [-3.581, -2.012, 2.059], [-1.778, -3.516, 2.583], [3.534, -0.951, -1.109], [-1.827, 4.509, 0.551], [3.042, -2.503, -2.875], [5.037, -2.823, -1.563], [-0.479, 1.762, -2.908], [5.538, -1.168, 0.214], [-1.290, -1.451, 1.330], [1.722, 1.021, 3.001], [4.716, -1.659, -0.824], [-2.222, 0.576, -2.388], [-2.668, -4.364, 3.217], [-2.290, 3.421, 1.256], [-1.255, 1.917, -4.935], [6.461, -1.686, 0.448], [2.944, 3.968, 3.733], [-1.840, 3.175, -3.826], [-4.464, 0.276, -3.877], [-2.221, 5.512, 0.560], [-3.934, -1.088, 1.617], [1.423, -0.015, 3.066], [1.020, -0.964, -3.224], [-0.727, -3.767, 2.535], [1.790, 3.679, 1.471], [-3.899, 1.362, -5.130], [-3.111, 3.316, 1.947], [-5.528, -2.607, 2.743], [-1.522, 1.430, 1.282], [5.947, -3.360, -1.332], [1.796, 0.381, -2.676], [-2.322, -5.283, 3.672], [4.430, -4.137, -3.118], [-4.600, 2.030, -3.646], [-0.082, 4.535, -0.872], [2.410, -2.828, -3.695], [3.610, 1.415, 1.154], [-3.886, -0.548, -1.955], [-2.505, -0.733, -0.901], [5.775, 0.358, 1.697]],
  "forces_ev_per_angstrom": [[0.0, 0.0, 0.0], [0.1, 0.0, -0.2], [-0.2, 0.1, 0.0], [0.2, 0.2, 0.2], [0.0, 0.0, 0.2], [0.0, 0.0, -0.1], [0.1, 0.0, 0.0], [0.0, 0.1, 0.0], [0.1, 0.1, -0.1], [0.0, -0.1, 0.2], [0.1, 0.0, -0.2], [0.0, 0.1, 0.0], [0.0, 0.0, 0.0], [-0.2, -0.1, 0.1], [-0.4, -0.3, 0.3], [0.0, 0.1, 0.0], [0.1, -0.1, -0.1], [0.1, 0.1, 0.0], [-0.2, 0.1, -0.1], [0.0, 0.0, 0.0], [0.0, 0.0, 0.0], [0.0, 0.1, 0.0], [-0.1, -0.1, 0.0], [0.0, 0.1, -0.1], [-0.1, -0.1, 0.1], [0.1, 0.0, 0.1], [0.1, 0.1, -0.1], [0.0, 0.0, 0.0], [0.0, 0.0, 0.0], [0.0, 0.1, 0.2], [0.1, 0.0, -0.1], [0.1, -0.2, -0.1], [0.0, 0.0, 0.0], [0.2, -0.1, 0.0], [0.1, -0.1, 0.0], [-0.1, 0.0, 0.1], [0.0, 0.0, 0.0], [0.1, -0.1, 0.1], [-0.1, 0.1, 0.2], [0.1, 0.0, 0.0], [0.0, 0.0, 0.0], [0.0, 0.0, 0.0], [0.0, 0.0, 0.0], [0.0, -0.1, -0.1], [0.0, 0.0, 0.0], [0.0, 0.0, 0.0], [0.0, -0.1, 0.0], [0.0, 0.0, 0.0], [0.0, 0.1, 0.0], [-0.1, -0.1, 0.0], [0.0, 0.0, 0.0], [0.0, 0.0, 0.0], [0.0, 0.0, 0.0], [0.1, 0.0, 0.0], [0.0, 0.0, 0.0], [0.0, 0.0, 0.0], [0.0, 0.0, 0.0], [0.0, 0.0, -0.2], [0.0, 0.0, 0.0], [0.0, 0.0, 0.0], [0.0, 0.0, 0.0], [0.0, -0.1, 0.1], [0.0, 0.0, 0.0], [0.0, 0.0, 0.0], [0.0, 0.0, 0.0], [0.0, 0.0, 0.0], [0.0, 0.0, 0.0]],
  "mulliken_charge": [0.165, 2.063, -0.697, -0.344, -0.407, 0.002, -0.251, -0.234, -0.452, 0.184, 0.336, 0.015, 0.403, 0.538, -1.978, -0.986, -0.185, -0.097, 0.083, -0.753, -0.788, -0.271, -0.648, -0.561, -0.507, -1.023, 0.705, -0.231, -0.482, 0.226, -0.904, -0.599, -0.850, 0.404, -0.562, 0.492, -0.401, 0.912, 0.096, -0.675, -0.159, 0.348, 0.425, 0.480, 0.311, 0.395, 0.444, 0.455, 0.535, 0.140, 0.482, 0.144, 0.328, 0.450, 0.441, -0.043, 0.389, 0.347, 0.452, 0.395, 0.313, 0.574, 0.392, 0.631, 0.189, -0.017, 0.426],
  "charge": 1,
  "orbital_gap_ev": 8.35,
  "e_homo_ev": -10.86
}

Record 2
{
  "formula": "C20H26N2O2",
  "method": "ωB97M-V/def2-TZVPD",
  "symbols": ["O", "O", "N", "N", "C", "C", "C", "C", "C", "C", "C", "C", "C", "C", "C", "C", "C", "C", "C", "C", "C", "C", "C", "C", "H", "H", "H", "H", "H", "H", "H", "H", "H", "H", "H", "H", "H", "H", "H", "H", "H", "H", "H", "H", "H", "H", "H", "H", "H", "H"],
  "xyz": [[1.127, 4.110, 0.422], [-4.299, -2.959, -0.675], [2.762, -3.275, 0.178], [1.724, 0.635, -0.741], [-0.543, 2.230, 0.246], [2.490, -2.099, -0.356], [0.249, 1.241, 1.115], [-3.746, -0.764, -1.261], [3.050, 0.221, -1.155], [-0.288, 1.897, -1.228], [-2.059, 2.097, 0.566], [1.688, 0.995, 0.660], [-2.660, 0.753, 0.270], [-2.698, -0.245, 1.233], [-0.212, 3.708, 0.563], [5.027, -2.587, 0.446], [1.193, 1.720, -1.546], [4.004, -3.514, 0.567], [3.434, -1.089, -0.527], [-3.230, -1.496, 0.964], [-4.324, -4.014, 0.255], [4.732, -1.351, -0.108], [-3.753, -1.770, -0.294], [-3.210, 0.474, -0.978], [-4.171, -0.980, -2.228], [4.180, -4.492, 0.996], [2.334, 1.873, 0.855], [-4.924, -3.761, 1.135], [1.736, 2.663, -1.375], [3.818, 0.985, -0.923], [1.647, 3.690, 1.116], [-3.234, -2.240, 1.744], [5.502, -0.599, -0.215], [2.095, 0.161, 1.241], [0.251, 1.573, 2.157], [1.298, 1.450, -2.600], [-2.200, 2.322, 1.626], [6.026, -2.821, 0.779], [-4.785, -4.853, -0.264], [-3.314, -4.295, 0.571], [-0.560, 3.933, 1.583], [-2.590, 2.856, -0.012], [-0.768, 4.347, -0.129], [3.034, 0.090, -2.243], [-0.263, 0.279, 1.066], [1.465, -1.935, -0.659], [-2.316, -0.048, 2.224], [-0.702, 2.682, -1.863], [-3.227, 1.242, -1.738], [-0.788, 0.956, -1.461]],
  "forces_ev_per_angstrom": [[0.6, 0.0, 0.1], [0.0, 0.3, -0.2], [-0.3, -0.4, 0.1], [0.1, 0.1, 0.0], [0.0, 0.2, 0.0], [0.0, 0.3, -0.2], [0.1, 0.2, -0.2], [-0.1, -0.2, 0.0], [-0.1, 0.0, -0.1], [0.3, 0.1, 0.1], [0.3, 0.0, 0.0], [-0.1, -0.1, 0.3], [-0.1, 0.1, 0.2], [0.0, 0.2, -0.2], [-0.5, -0.3, 0.1], [0.0, 0.0, 0.0], [-0.2, 0.1, -0.3], [0.3, 0.0, 0.1], [0.2, -0.1, 0.1], [-0.1, -0.4, 0.0], [0.0, -0.2, 0.2], [-0.2, -0.1, 0.0], [0.0, 0.1, 0.0], [-0.1, -0.1, 0.1], [-0.1, 0.0, -0.1], [0.1, -0.1, 0.1], [0.0, -0.1, 0.0], [0.0, 0.0, 0.0], [0.0, -0.1, -0.1], [-0.1, -0.1, -0.1], [0.0, 0.1, -0.1], [0.0, -0.1, 0.0], [0.0, 0.1, 0.0], [0.0, 0.1, 0.0], [-0.1, 0.0, 0.1], [0.0, 0.0, 0.0], [0.0, 0.1, 0.0], [0.1, 0.0, 0.0], [0.0, 0.0, 0.1], [0.0, 0.0, 0.0], [-0.1, 0.0, -0.1], [-0.1, 0.1, 0.0], [-0.1, -0.1, 0.1], [0.0, 0.1, 0.1], [0.0, 0.0, 0.1], [-0.1, 0.1, 0.0], [0.1, 0.0, 0.1], [-0.1, 0.0, -0.1], [0.0, 0.1, -0.1], [0.0, 0.0, -0.1]],
  "mulliken_charge": [-0.507, -0.458, -0.648, 0.318, 2.239, -0.264, -1.058, -0.714, -1.089, -0.952, -2.224, -0.790, 0.166, -0.546, -1.316, -0.391, -1.025, -0.325, 0.824, -0.561, -0.838, -0.569, 0.869, -0.290, 0.426, 0.358, 0.013, 0.328, 0.327, 0.332, 0.358, 0.384, 0.389, 0.654, 0.316, 0.598, 0.593, 0.382, 0.241, 0.341, 0.406, 0.585, 0.434, 0.398, 0.244, 0.480, 0.422, 0.393, 0.414, 0.333],
  "charge": 0,
  "orbital_gap_ev": 9.06,
  "e_homo_ev": -8.32
}

Record 3
{
  "formula": "C46H46FeN9S4",
  "method": "ωB97M-V/def2-TZVPD",
  "symbols": ["Fe", "S", "S", "S", "S", "N", "N", "N", "N", "N", "N", "N", "N", "N", "C", "C", "C", "C", "C", "C", "C", "C", "C", "C", "C", "C", "C", "C", "C", "C", "C", "C", "C", "C", "C", "C", "C", "C", "C", "C", "C", "C", "C", "C", "C", "C", "C", "C", "C", "C", "C", "C", "C", "C", "C", "C", "C", "C", "C", "C", "H", "H", "H", "H", "H", "H", "H", "H", "H", "H", "H", "H", "H", "H", "H", "H", "H", "H", "H", "H", "H", "H", "H", "H", "H", "H", "H", "H", "H", "H", "H", "H", "H", "H", "H", "H", "H", "H", "H", "H", "H", "H", "H", "H", "H", "H"],
  "xyz": [[-2.603, -0.695, 2.242], [0.266, 2.089, 0.044], [1.234, 0.676, -2.181], [0.441, -1.776, -0.961], [-3.168, -0.115, 4.589], [-0.448, -3.810, 1.977], [0.819, -0.819, -2.222], [-2.863, 1.339, 2.490], [-2.225, 0.092, -0.488], [-2.299, -0.410, 0.511], [1.529, 1.478, -0.861], [-4.224, -4.396, 3.399], [-3.516, -2.541, 2.477], [-0.473, -0.912, 3.112], [0.262, -3.296, 3.145], [3.564, 1.912, -2.892], [-2.585, -4.276, -1.683], [-1.109, -4.383, -3.593], [-0.061, 6.456, -1.005], [-2.900, 2.452, 1.749], [-3.568, -3.234, 3.591], [-1.012, 4.255, -0.890], [-3.118, 3.703, 2.281], [0.077, 1.503, -3.236], [3.157, -4.723, -0.289], [3.268, -0.371, -3.666], [3.079, -1.944, -0.371], [0.186, 3.806, -0.348], [5.256, 0.858, -4.235], [0.762, 2.769, 3.946], [2.818, 0.741, -2.974], [4.789, 1.964, -3.532], [-0.554, 3.454, -4.458], [-3.103, 1.420, 3.820], [4.290, -3.984, 0.010], [1.985, 2.172, 4.231], [1.973, -4.083, -0.637], [1.263, 4.657, -0.117], [-1.914, 1.464, -4.546], [1.011, 2.128, 1.662], [-2.266, -4.787, -2.931], [1.948, -2.697, -0.667], [-3.316, 2.667, 4.435], [2.235, 1.535, 1.921], [-4.630, -4.446, 2.088], [4.503, -0.305, -4.295], [-1.130, 5.599, -1.217], [0.328, 2.822, -3.600], [-3.319, 3.806, 3.665], [-1.755, -3.341, -1.076], [1.133, 5.990, -0.458], [0.667, -1.840, 2.991], [0.262, 2.754, 2.654], [2.719, 1.564, 3.224], [-1.031, 0.811, -3.701], [-0.605, -2.958, -1.749], [-1.674, 2.776, -4.929], [-4.181, -3.288, 1.532], [-0.264, -3.464, -3.001], [4.254, -2.595, -0.037], [2.175, 4.281, 0.333], [1.392, -1.645, 3.791], [-4.427, -5.076, 4.112], [2.367, 2.186, 5.243], [-0.137, 0.042, 3.072], [3.675, 1.110, 3.446], [2.802, 1.070, 1.128], [-1.971, -2.951, -0.089], [1.153, -3.886, 3.387], [-2.772, 2.317, 0.682], [-3.156, 4.571, 1.638], [-2.056, 5.975, -1.633], [3.190, -5.804, -0.265], [0.184, 3.241, 4.730], [-0.388, -3.357, 4.022], [-3.503, 2.694, 5.500], [6.216, 0.904, -4.733], [-1.046, -4.586, 2.233], [5.210, -4.491, 0.274], [-0.367, 4.477, -4.758], [-2.359, 3.275, -5.602], [-1.204, -0.216, -3.406], [-5.209, -5.263, 1.694], [-0.156, 7.505, -1.257], [-4.323, -2.927, 0.526], [2.670, -1.270, -3.717], [-3.182, -2.935, 4.553], [4.872, -1.168, -4.835], [3.047, -0.860, -0.403], [-3.483, -4.602, -1.175], [5.388, 2.863, -3.473], [-1.833, 3.566, -1.054], [-0.869, -4.791, -4.566], [1.201, -1.671, 2.054], [0.641, -3.139, -3.500], [1.953, 6.676, -0.286], [-3.503, 4.771, 4.121], [-0.836, -0.985, 4.060], [3.221, 2.754, -2.304], [-0.696, 3.215, 2.433], [1.194, 3.358, -3.229], [-2.788, 0.939, -4.910], [5.142, -2.019, 0.188], [1.097, -4.665, -0.890], [0.227, -4.195, 1.329], [-2.920, -5.511, -3.401]],
  "forces_ev_per_angstrom": [[-0.5, 0.5, 0.8], [0.1, -0.2, -0.1], [0.1, -0.2, -0.1], [0.1, 0.1, 0.2], [0.0, -0.1, -0.1], [0.0, 0.0, -0.2], [0.0, 0.2, -0.1], [0.3, 0.0, 0.1], [0.2, -0.4, -0.1], [-0.5, 0.1, -0.2], [-0.2, 0.0, 0.0], [0.0, 0.0, 0.0], [0.4, -0.1, -0.3], [0.1, -0.3, 0.0], [-0.1, 0.1, 0.1], [0.1, 0.1, 0.1], [0.0, 0.0, 0.0], [0.0, 0.0, 0.0], [0.0, 0.1, 0.0], [-0.2, -0.1, 0.0], [-0.1, -0.1, 0.1], [0.0, 0.0, 0.0], [-0.1, 0.0, 0.1], [0.0, 0.0, 0.0], [0.0, 0.0, 0.0], [0.0, -0.1, -0.1], [0.0, 0.0, 0.0], [0.0, 0.1, 0.0], [0.0, 0.0, 0.0], [0.0, 0.0, 0.0], [-0.1, 0.2, 0.2], [0.0, 0.0, 0.0], [0.0, 0.0, 0.0], [0.0, 0.1, -0.2], [0.0, 0.0, 0.0], [0.0, 0.0, 0.0], [0.0, 0.0, 0.0], [0.0, 0.0, 0.0], [0.0, 0.1, 0.0], [0.0, 0.0, 0.0], [0.0, 0.0, 0.0], [0.0, 0.0, 0.0], [0.0, 0.0, 0.0], [0.0, -0.1, 0.0], [0.0, 0.0, 0.0], [0.0, 0.0, 0.0], [0.0, 0.0, 0.0], [0.1, 0.1, 0.0], [0.0, 0.0, -0.1], [0.1, -0.1, 0.0], [0.0, 0.0, 0.0], [0.2, 0.2, 0.4], [0.0, 0.0, 0.0], [0.0, 0.0, 0.0], [-0.1, -0.1, 0.1], [-0.1, 0.0, 0.0], [0.0, 0.0, 0.0], [-0.1, -0.1, -0.1], [0.0, 0.0, 0.0], [0.0, 0.0, 0.0], [0.0, 0.0, 0.0], [0.1, 0.1, -0.1], [0.0, 0.0, 0.0], [0.0, 0.0, 0.0], [0.1, 0.1, -0.1], [0.0, 0.0, 0.0], [0.0, 0.0, 0.0], [0.0, 0.0, 0.0], [0.0, 0.0, 0.0], [0.0, -0.1, 0.0], [0.0, 0.0, 0.0], [0.0, 0.0, 0.0], [0.0, 0.0, 0.0], [0.0, 0.0, 0.0], [-0.1, -0.1, -0.1], [0.0, 0.0, 0.0], [0.0, 0.0, 0.0], [-0.1, 0.0, 0.0], [0.0, 0.0, 0.0], [0.0, 0.0, 0.0], [0.0, 0.0, 0.0], [0.0, 0.1, 0.0], [0.0, 0.0, 0.0], [0.0, 0.0, 0.0], [0.0, 0.0, 0.0], [0.0, 0.0, 0.0], [0.0, 0.0, -0.1], [0.0, 0.0, 0.0], [0.0, 0.0, 0.0], [0.0, 0.0, 0.0], [0.0, 0.0, 0.0], [0.0, 0.0, 0.0], [0.0, 0.0, 0.0], [-0.1, 0.0, -0.2], [0.0, 0.0, 0.0], [0.0, 0.0, 0.0], [0.0, 0.0, 0.0], [-0.1, 0.0, 0.0], [0.0, -0.1, 0.0], [0.2, 0.0, 0.0], [0.0, -0.1, 0.0], [0.0, 0.0, 0.0], [0.0, 0.0, 0.0], [0.0, 0.0, 0.0], [0.0, -0.1, 0.0], [0.0, 0.0, 0.0]],
  "lowdin_spin": [1.197, -0.001, 0.000, -0.001, -0.006, -0.001, -0.001, 0.001, -0.154, -0.066, 0.000, 0.002, 0.002, 0.018, 0.000, 0.000, 0.000, 0.000, 0.000, 0.001, 0.004, 0.000, 0.000, 0.000, 0.000, 0.000, 0.000, 0.000, 0.000, 0.000, 0.000, 0.000, 0.000, 0.001, 0.000, 0.000, 0.000, 0.000, 0.000, 0.000, 0.000, 0.000, 0.000, 0.000, 0.000, 0.000, 0.000, 0.000, 0.000, -0.001, 0.000, 0.003, 0.000, 0.000, 0.000, 0.000, 0.000, 0.003, 0.000, 0.000, 0.000, 0.001, 0.000, 0.000, -0.001, 0.000, 0.000, -0.001, 0.000, 0.000, 0.000, 0.000, 0.000, 0.000, 0.000, 0.000, 0.000, 0.000, 0.000, 0.000, 0.000, 0.000, 0.000, 0.000, 0.000, 0.000, 0.000, 0.000, 0.000, 0.000, 0.000, 0.000, 0.000, 0.000, 0.000, 0.000, 0.000, 0.000, 0.000, 0.000, 0.000, 0.000, 0.000, 0.000, 0.000, 0.000],
  "charge": 2,
  "multiplicity": 2,
  "orbital_gap_ev": [6.05, 5.40],
  "s_squared": 0.86,
  "e_homo_ev": [-11.17, -10.52]
}

Record 4
{
  "formula": "CH3I2N",
  "method": "ωB97M-V/def2-TZVPD",
  "symbols": ["I", "I", "N", "C", "H", "H", "H"],
  "xyz": [[-2.646, -1.019, 1.809], [-1.779, -2.598, -1.182], [-1.993, -0.873, -0.101], [-0.176, 0.011, 0.121], [-0.604, 0.878, 0.570], [0.093, -0.593, 0.898], [0.008, -0.289, -0.918]],
  "forces_ev_per_angstrom": [[-0.3, -0.4, 0.5], [0.1, -0.1, 0.3], [2.5, 2.0, -0.1], [-4.9, -2.0, -2.0], [0.2, 1.3, -0.8], [1.6, -1.9, 1.5], [0.7, 1.1, 0.6]],
  "mulliken_charge": [0.134, 0.157, -0.639, -0.609, 0.303, 0.357, 0.297],
  "charge": 0,
  "orbital_gap_ev": 7.47,
  "e_homo_ev": -8.51
}

| no. | calculated total energy (Ha) |
| --- | --- |
| 1 | -2170.63868 |
| 2 | -1037.68187 |
| 3 | -5129.17104 |
| 4 | -689.89915 |